11
Properties=species:S:1:pos:R:3 method="wB97M-V/def2-TZVPD" total_charge=0 homo_energy_ha=-0.34614 total_energy_ev=-27362.9155 smiles="CSC(=O)NS" relative_energy_kcal_mol=3.3
C -2.048 -0.555 -0.087
S -0.335 -1.046 -0.145
C 0.365 0.616 -0.150
O -0.306 1.621 -0.165
N 1.757 0.651 -0.110
S 2.890 -0.591 -0.212
H -2.677 -1.434 0.016
H -2.190 0.233 0.675
H -2.423 -0.112 -1.018
H 2.085 1.576 0.213
H 2.882 -0.958 0.983